1.
{
  "formula": "C30H43AuN3O",
  "method": "ωB97M-V/def2-TZVPD",
  "max_force_ev_per_a": 0.36,
  "orbital_gap_ev": [7.74, 5.92],
  "multiplicity": 3,
  "total_charge": 1,
  "lumo_energy_ev": [-2.569, -5.263],
  "species": ["Au", "C", "N", "C", "C", "C", "C", "C", "C", "C", "C", "H", "H", "H", "H", "H", "H", "H", "H", "H", "H", "H", "H", "C", "C", "C", "C", "C", "C", "C", "C", "C", "C", "C", "C", "N", "C", "C", "C", "C", "C", "N", "C", "C", "C", "C", "H", "H", "H", "H", "H", "H", "H", "H", "H", "H", "H", "H", "H", "H", "H", "H", "H", "H", "H", "H", "H", "H", "H", "H", "H", "H", "H", "H", "H", "O", "H", "H"],
  "positions_angstrom": [[-0.3134, 0.2014, -0.9837], [1.1937, 0.0529, -3.6775], [-0.1537, 0.4912, -3.2949], [-0.3851, 1.8639, -3.7485], [-1.1722, -0.4255, -3.8392], [-1.2603, -1.6825, -3.0224], [-1.6936, -2.8829, -3.5729], [-1.8253, -4.0094, -2.7757], [-1.5244, -3.9390, -1.4236], [-1.0861, -2.7432, -0.8671], [-0.9481, -1.6227, -1.6699], [1.3135, 0.1032, -4.7655], [1.3548, -0.9698, -3.3439], [1.9295, 0.7039, -3.2097], [-0.3231, 1.9206, -4.8408], [0.3607, 2.5225, -3.3130], [-1.3760, 2.1890, -3.4373], [-0.9439, -0.6467, -4.8891], [-2.1300, 0.1016, -3.8205], [-1.9300, -2.9371, -4.6284], [-2.1597, -4.9404, -3.2112], [-1.6272, -4.8172, -0.7997], [-0.8583, -2.6916, 0.1861], [-0.0301, -2.3036, 3.0285], [1.2053, -1.8148, 3.7777], [0.8397, -0.8780, 4.9317], [2.3761, -1.3488, 2.9077], [3.6327, -1.7930, 3.3051], [4.7659, -1.5751, 2.5433], [4.6530, -0.9520, 1.3138], [3.4241, -0.4943, 0.8588], [3.3364, 0.2227, -0.4725], [3.7966, 1.6758, -0.3354], [4.1151, -0.4948, -1.5728], [2.3039, -0.6316, 1.6958], [1.1209, 0.0300, 1.2924], [0.5396, 0.7450, 2.1930], [-0.7369, 1.3369, 1.9837], [-1.4793, 2.0749, 2.9650], [-2.6898, 2.3149, 2.4112], [-2.6609, 1.7152, 1.0687], [-1.4897, 1.1559, 0.8378], [-3.8106, 1.7754, 0.1058], [-3.9906, 3.2518, -0.2902], [-3.5726, 0.9335, -1.1414], [-5.0763, 1.2823, 0.8215], [-0.6623, -2.8643, 3.7182], [0.2530, -2.9750, 2.2199], [-0.6449, -1.5054, 2.6120], [1.6116, -2.7152, 4.2491], [0.1741, -0.0716, 4.6148], [1.7256, -0.4329, 5.3845], [0.3105, -1.4341, 5.7053], [3.7136, -2.3525, 4.2287], [5.7282, -1.9217, 2.8925], [5.5350, -0.8158, 0.7045], [2.2823, 0.2283, -0.7700], [4.8601, 1.7275, -0.0988], [3.2774, 2.1898, 0.4797], [3.6439, 2.2286, -1.2657], [5.1825, -0.5320, -1.3593], [4.0017, 0.0317, -2.5210], [3.7624, -1.5173, -1.7036], [1.0008, 0.8946, 3.1690], [-1.1265, 2.3480, 3.9447], [-3.5239, 2.8382, 2.8462], [-3.0994, 3.6363, -0.7896], [-4.2011, 3.8839, 0.5719], [-4.8301, 3.3384, -0.9809], [-2.7419, 1.3255, -1.7299], [-4.4663, 0.9603, -1.7665], [-3.3518, -0.1059, -0.8996], [-5.3145, 1.8815, 1.6984], [-4.9752, 0.2427, 1.1330], [-5.9214, 1.3499, 0.1366], [0.8039, 2.4869, -0.8786], [0.2894, 3.0965, -0.3369], [1.6889, 2.4842, -0.4897]],
  "forces_ev_per_a": [[-0.171, 0.077, -0.258], [0.002, -0.002, -0.036], [0.083, 0.001, 0.070], [0.003, 0.002, -0.051], [-0.020, 0.006, -0.088], [-0.001, -0.019, -0.050], [0.020, 0.020, 0.007], [0.007, 0.013, 0.012], [-0.013, -0.057, 0.013], [-0.004, 0.006, -0.123], [0.020, -0.033, 0.210], [0.013, -0.002, -0.010], [0.007, -0.020, 0.005], [0.007, 0.014, 0.006], [-0.009, 0.007, -0.017], [0.011, 0.008, 0.008], [-0.022, 0.027, 0.013], [-0.022, 0.021, 0.004], [0.014, -0.022, 0.036], [-0.004, 0.002, -0.046], [-0.012, -0.028, -0.001], [-0.003, -0.006, 0.010], [0.045, 0.000, 0.144], [-0.103, -0.015, -0.030], [0.132, -0.102, 0.038], [-0.103, 0.062, 0.073], [-0.012, -0.067, 0.031], [-0.023, -0.063, -0.032], [-0.001, 0.026, -0.012], [-0.053, -0.029, -0.004], [0.127, -0.005, -0.003], [-0.117, -0.028, -0.033], [0.074, 0.000, -0.013], [0.031, 0.042, -0.010], [-0.036, 0.222, -0.079], [-0.056, -0.144, 0.141], [0.110, 0.056, -0.104], [-0.210, 0.007, 0.029], [-0.035, -0.009, -0.068], [0.066, -0.060, -0.101], [-0.142, 0.072, 0.001], [0.320, 0.022, 0.174], [0.093, 0.030, 0.066], [-0.028, -0.001, -0.045], [-0.024, 0.013, -0.042], [-0.027, -0.033, -0.011], [-0.015, -0.004, 0.002], [0.011, -0.045, -0.079], [0.030, 0.038, -0.009], [-0.017, 0.076, 0.033], [0.002, -0.101, 0.095], [0.027, 0.001, 0.019], [-0.008, -0.021, 0.022], [0.009, -0.009, 0.022], [0.030, -0.014, 0.007], [0.032, -0.002, -0.021], [0.070, -0.030, 0.012], [0.013, -0.006, 0.016], [0.019, -0.001, 0.076], [0.026, 0.009, -0.038], [0.030, 0.009, 0.004], [0.001, 0.002, -0.021], [-0.017, -0.029, 0.009], [-0.005, 0.097, -0.148], [0.024, 0.017, 0.069], [-0.035, 0.023, 0.020], [0.015, 0.003, -0.011], [-0.001, 0.008, 0.040], [-0.011, 0.001, -0.008], [0.027, 0.020, -0.013], [-0.002, 0.001, -0.004], [-0.023, -0.028, 0.024], [0.003, 0.034, 0.037], [0.014, -0.033, 0.001], [-0.019, -0.004, -0.014], [-0.111, -0.008, 0.080], [-0.047, 0.022, -0.015], [-0.003, -0.038, -0.031]],
  "lowdin_charge": [1.040, -0.075, -0.339, -0.080, -0.162, -0.260, -0.037, -0.075, -0.079, -0.103, -0.221, 0.104, 0.094, 0.073, 0.103, 0.075, 0.080, 0.135, 0.124, 0.116, 0.107, 0.107, 0.071, -0.060, -0.365, -0.058, -0.124, -0.028, -0.046, -0.023, -0.130, -0.388, -0.057, -0.059, -0.152, 0.114, -0.099, -0.231, 0.005, 0.030, -0.201, 0.078, -0.545, -0.023, -0.060, -0.028, 0.089, 0.079, 0.061, 0.129, 0.052, 0.089, 0.087, 0.122, 0.113, 0.114, 0.068, 0.096, 0.081, 0.086, 0.076, 0.071, 0.094, 0.130, 0.120, 0.118, 0.088, 0.087, 0.096, 0.045, 0.099, 0.081, 0.081, 0.098, 0.095, -0.075, 0.068, 0.011]
}


2.
{
  "formula": "C30H43BCrN5O5",
  "method": "ωB97M-V/def2-TZVPD",
  "max_force_ev_per_a": 0.09,
  "orbital_gap_ev": [7.47, 7.73],
  "multiplicity": 4,
  "total_charge": 0,
  "de_lowest_kj_mol": 0.0,
  "lumo_energy_ev": [0.603, 0.602],
  "species": ["Cr", "C", "N", "C", "C", "C", "C", "C", "C", "C", "N", "C", "C", "C", "C", "C", "C", "N", "C", "C", "H", "H", "H", "H", "H", "H", "H", "H", "H", "H", "H", "H", "H", "H", "H", "H", "H", "H", "H", "H", "C", "C", "C", "O", "B", "O", "C", "C", "C", "H", "H", "H", "H", "H", "H", "H", "H", "H", "H", "H", "H", "C", "C", "C", "C", "C", "C", "O", "N", "C", "O", "N", "C", "O", "H", "H", "H", "H", "H", "H", "H", "H", "H", "H", "H"],
  "positions_angstrom": [[-0.2028, 0.2845, 0.1869], [1.5336, 2.2715, -1.4180], [0.1811, 1.6614, -1.4805], [0.0068, 1.0526, -2.8053], [-0.7777, 2.7303, -1.1844], [-1.3734, 3.5086, -2.1515], [-2.2255, 4.5477, -1.7823], [-2.4543, 4.7879, -0.4386], [-1.8571, 4.0063, 0.5429], [-1.0090, 2.9567, 0.1873], [-0.4300, 2.0288, 1.0271], [-0.3692, 2.0837, 2.4049], [-0.1768, 3.2286, 3.1803], [-0.0254, 3.1246, 4.5553], [-0.0589, 1.8888, 5.1830], [-0.2571, 0.7415, 4.4223], [-0.4118, 0.8406, 3.0543], [-0.6976, -0.3171, 2.2008], [-2.1635, -0.5322, 2.1922], [-0.0413, -1.5550, 2.6684], [1.5850, 3.1002, -2.1307], [2.2799, 1.5200, -1.6584], [1.7068, 2.6480, -0.4110], [0.2894, 1.7447, -3.6045], [-1.0314, 0.7625, -2.9355], [0.6498, 0.1743, -2.8642], [-1.1883, 3.3159, -3.2002], [-2.7024, 5.1528, -2.5410], [-3.1209, 5.5875, -0.1405], [-2.0826, 4.1852, 1.5849], [-0.1041, 4.1928, 2.6958], [0.1394, 4.0210, 5.1396], [0.0712, 1.8113, 6.2537], [-0.2864, -0.2241, 4.9097], [-2.5236, -0.6957, 3.2119], [-2.3871, -1.4104, 1.5888], [-2.6635, 0.3361, 1.7650], [-0.5206, -1.9273, 3.5784], [1.0104, -1.3586, 2.8518], [-0.1250, -2.3122, 1.8910], [4.6761, -1.1254, 2.3795], [3.9866, -0.2922, 1.3184], [4.5034, 1.1409, 1.3473], [2.5701, -0.2268, 1.6226], [1.8731, -0.1948, 0.4305], [2.7103, -0.4687, -0.6346], [3.9895, -0.9122, -0.1105], [3.9669, -2.4339, -0.0959], [5.0900, -0.4044, -1.0211], [4.6085, -0.6162, 3.3413], [5.7323, -1.2574, 2.1354], [4.2128, -2.1052, 2.4756], [4.2633, 1.5786, 2.3163], [4.0235, 1.7428, 0.5745], [5.5841, 1.1796, 1.2030], [3.1740, -2.8072, 0.5497], [4.9271, -2.8377, 0.2300], [3.7616, -2.7912, -1.1049], [5.0286, 0.6730, -1.1647], [5.0056, -0.8865, -1.9955], [6.0701, -0.6473, -0.6053], [-4.6223, -2.2826, -0.3424], [-4.2407, -1.9506, -1.7799], [-2.7444, -2.0939, -2.0660], [-2.4063, -1.6350, -3.5177], [-3.1273, -2.3898, -4.6274], [-2.3148, -3.5451, -1.9387], [-3.0103, -4.4722, -2.2862], [-1.0425, -3.7534, -1.4579], [-0.2248, -2.8224, -0.8056], [0.8226, -3.1899, -0.3201], [-0.7025, -1.5440, -0.7100], [-1.9159, -1.1912, -1.1699], [-2.2967, -0.0396, -0.8920], [-5.7050, -2.2604, -0.2205], [-4.1981, -1.5575, 0.3516], [-4.2828, -3.2825, -0.0637], [-4.5280, -0.9244, -2.0149], [-4.7709, -2.6168, -2.4585], [-1.3246, -1.7129, -3.6630], [-2.6627, -0.5743, -3.5674], [-2.9290, -3.4596, -4.5863], [-2.7889, -2.0172, -5.5948], [-4.2057, -2.2456, -4.5765], [-0.7221, -4.7105, -1.4136]],
  "forces_ev_per_a": [[0.019, -0.042, 0.016], [0.014, -0.004, 0.014], [-0.071, 0.012, 0.011], [-0.005, 0.002, -0.005], [0.036, -0.026, -0.021], [-0.013, 0.029, -0.009], [0.010, -0.017, -0.005], [0.011, -0.009, 0.010], [-0.032, 0.035, -0.006], [0.031, -0.044, 0.033], [-0.012, 0.027, -0.021], [0.017, 0.000, -0.031], [-0.003, 0.011, 0.012], [0.002, -0.009, -0.001], [0.000, -0.003, -0.011], [0.013, 0.010, 0.022], [-0.012, -0.028, -0.013], [0.043, -0.011, -0.007], [-0.030, 0.008, 0.008], [-0.004, -0.009, -0.004], [0.004, -0.001, 0.000], [0.002, -0.002, -0.001], [-0.001, 0.001, -0.004], [0.005, -0.005, -0.002], [-0.006, 0.002, 0.004], [0.006, 0.004, 0.002], [-0.001, 0.000, 0.000], [-0.001, 0.003, 0.000], [-0.001, 0.001, 0.000], [0.004, -0.002, 0.007], [-0.004, 0.005, -0.002], [-0.004, 0.003, 0.000], [-0.001, 0.003, 0.002], [0.002, -0.003, -0.006], [0.007, -0.001, 0.000], [-0.001, 0.000, -0.005], [0.004, -0.001, -0.002], [0.002, -0.009, 0.001], [-0.015, 0.010, 0.003], [-0.004, 0.000, 0.004], [-0.002, 0.003, 0.001], [-0.056, 0.021, -0.066], [0.000, -0.017, 0.020], [0.038, 0.012, 0.039], [-0.050, 0.027, -0.005], [0.065, -0.006, -0.036], [-0.056, -0.008, 0.068], [0.018, 0.025, -0.020], [0.000, -0.016, 0.003], [0.005, 0.002, 0.002], [0.004, -0.008, 0.008], [0.008, -0.003, 0.001], [0.004, 0.002, 0.003], [-0.005, 0.012, -0.001], [-0.002, 0.008, -0.004], [-0.002, -0.014, -0.005], [-0.003, -0.004, 0.004], [-0.003, -0.003, 0.001], [0.006, 0.001, -0.001], [0.002, -0.002, 0.001], [0.010, 0.006, -0.010], [0.015, 0.000, -0.025], [-0.012, -0.011, 0.024], [0.004, -0.001, 0.013], [-0.014, -0.015, -0.008], [0.015, 0.005, 0.014], [0.024, 0.003, 0.016], [-0.006, -0.010, -0.007], [-0.004, 0.011, -0.016], [-0.032, -0.023, 0.064], [0.003, -0.001, -0.029], [0.015, 0.026, -0.001], [0.029, 0.031, -0.047], [-0.006, -0.013, 0.007], [-0.003, 0.002, 0.005], [-0.004, 0.006, 0.010], [-0.004, -0.001, 0.003], [0.000, -0.001, -0.011], [0.000, 0.004, -0.004], [0.004, 0.009, 0.003], [0.000, 0.002, 0.003], [-0.006, -0.004, 0.001], [-0.003, 0.005, 0.001], [-0.003, -0.003, -0.007], [-0.009, -0.001, -0.008]],
  "lowdin_charge": [0.824, -0.042, -0.241, -0.059, -0.203, -0.026, -0.096, -0.091, -0.017, -0.220, -0.031, -0.216, -0.019, -0.088, -0.092, -0.022, -0.186, -0.245, -0.044, -0.047, 0.105, 0.082, 0.100, 0.095, 0.073, 0.102, 0.108, 0.097, 0.102, 0.102, 0.109, 0.102, 0.098, 0.110, 0.106, 0.076, 0.102, 0.092, 0.093, 0.083, -0.004, -0.470, -0.003, 0.064, -0.549, 0.052, -0.469, -0.011, -0.005, 0.093, 0.096, 0.086, 0.098, 0.086, 0.093, 0.083, 0.092, 0.097, 0.082, 0.093, 0.096, -0.061, -0.170, -0.291, -0.159, -0.073, -0.407, 0.104, 0.219, -0.502, 0.089, 0.105, -0.449, 0.022, 0.080, 0.056, 0.084, 0.128, 0.112, 0.124, 0.117, 0.076, 0.078, 0.077, 0.165]
}


Calculated molecular weight in order - 658.7, 616.5 g mol⁻¹